(1)
Here is a 2-piece molecular cluster, C12H32N2O3P overall from the Open Molecules 2025 dataset. Energies are from the ωB97M-V functional and the def2-TZVPD basis.

Calculated values
DFT total energy   -1152.7198 hartree
Charge   +1

Each line ends with the natural charge from an NBO analysis.
Geometry (Å):
P 1.984 -0.017 1.508  1.795
O -5.385 2.106 -1.499  -0.536
O -3.032 0.318 -0.491  -0.555
O -3.582 1.594 -3.982  -0.554
N 6.622 -2.291 1.444  -0.847
N 0.618 0.485 2.315  -1.138
C -4.421 0.049 -0.403  -0.086
C 4.455 -3.211 2.354  -0.407
C -5.308 0.696 -1.454  -0.085
C -4.446 1.011 -4.938  -0.247
C 5.996 -3.352 2.245  -0.219
C -2.454 1.082 0.539  -0.245
C 3.846 -2.061 1.546  -0.401
C 1.606 -0.115 -0.233  -1.007
C 3.235 1.215 1.762  -1.000
C -4.312 2.892 -1.972  -0.080
C 2.489 -1.610 2.114  -0.772
C -3.963 2.847 -3.454  -0.085
H 0.250 -0.248 2.916  0.418
H 1.695 -2.309 1.832  0.263
H 4.541 -1.224 1.503  0.217
H -1.873 1.900 0.101  0.172
H -4.647 3.918 -1.801  0.193
H 6.416 -3.401 3.253  0.182
H 0.773 1.301 2.899  0.419
H -4.776 3.280 -4.043  0.173
H -3.196 1.511 1.215  0.183
H -1.762 0.456 1.109  0.159
H 7.538 -2.595 1.136  0.377
H -4.791 0.275 0.603  0.169
H 3.690 -2.394 0.519  0.223
H 3.547 1.225 2.807  0.271
H 6.227 -4.304 1.772  0.204
H 1.803 -1.125 -0.591  0.273
H -3.956 0.988 -5.913  0.181
H 4.085 1.048 1.103  0.281
H 4.002 -4.135 1.988  0.218
H 6.788 -1.474 2.022  0.349
H -4.674 -0.018 -4.652  0.177
H -5.384 1.563 -5.026  0.176
H 0.555 0.129 -0.382  0.295
H 2.230 0.586 -0.786  0.274
H 2.505 -1.550 3.206  0.256
H -3.416 2.759 -1.362  0.158
H -6.323 0.390 -1.183  0.195
H -3.099 3.515 -3.561  0.179
H -5.108 0.270 -2.437  0.177
H 4.163 -3.125 3.402  0.200
H 2.790 2.181 1.512  0.275
H -4.541 -1.029 -0.557  0.185


(2)
Here is a 3-piece molecular cluster, C12H32N5O3P overall in a non-equilibrium geometry from the Open Molecules 2025 dataset. Energies are from the ωB97M-V functional and the def2-TZVPD basis.

Calculated values
2S+1   2
DFT total energy   -1316.9601 hartree
Charge   +1

Each line ends with the Mulliken spin population.
Geometry (Å):
P 0.835 -0.915 2.515  -0.043
O -3.648 -1.154 -1.005  0.001
O 2.178 3.283 -2.442  0.000
O 1.300 -2.233 2.038  -0.008
N 1.274 -0.316 4.130  0.038
N 0.820 2.480 -4.083  0.000
N 1.146 0.350 1.373  0.329
N -1.887 -2.200 -2.017  0.000
N -0.927 -0.934 2.586  0.580
C -0.812 -1.870 -2.909  0.001
C -1.579 -2.128 2.026  -0.022
C -1.874 0.284 2.816  -0.030
C 1.877 2.238 -5.003  0.000
C -0.549 2.052 -4.549  0.000
C -1.871 -3.485 -1.331  0.002
C -2.688 -1.175 -1.751  -0.001
C 0.780 1.768 1.597  -0.019
C 1.528 0.044 -0.040  -0.014
C 0.414 0.439 5.022  0.000
C 2.754 -0.394 4.391  0.002
C 1.090 3.036 -2.884  0.000
H 3.099 -0.381 5.425  0.000
H 0.665 0.351 6.079  0.001
H -0.891 -3.435 -0.858  0.001
H -2.602 -2.124 2.402  0.015
H -0.887 -0.869 -3.334  0.000
H 2.083 1.171 -5.090  0.000
H -2.528 -0.295 -2.394  0.000
H 0.192 1.872 2.509  0.010
H 0.181 3.278 -2.311  0.000
H 1.700 -0.995 -0.325  0.003
H 3.078 0.554 3.961  0.001
H -0.713 -2.461 -3.819  0.000
H 0.061 -1.824 -2.257  0.000
H 0.659 0.269 -0.658  0.010
H -2.915 -0.004 2.963  0.004
H -1.741 -4.354 -1.976  0.000
H 3.215 -1.213 3.839  0.001
H -2.591 -3.566 -0.517  0.000
H -1.755 0.991 1.995  0.030
H 0.399 1.518 4.869  0.001
H 2.333 0.749 -0.246  0.012
H 1.788 2.173 1.683  0.019
H 2.760 2.859 -4.853  0.000
H 0.354 2.205 0.694  0.010
H -1.681 -2.107 0.941  0.048
H -1.585 0.929 3.646  0.007
H -0.813 2.508 -5.504  0.000
H -0.635 0.143 4.994  -0.001
H 1.478 2.494 -5.985  0.000
H -1.344 2.415 -3.898  0.000
H -0.945 -2.991 2.231  0.010
H -0.580 0.971 -4.688  0.000


(3)
Here is C12H33BrCuN3O3 as an isolated structure in a non-equilibrium geometry from the Open Molecules 2025 dataset. Energies are from the ωB97M-V functional and the def2-TZVPD basis.

Calculated values
2S+1   2
Energy above the lowest of the compared OMol25 structures with the same formula, charge and spin   0.00 kcal per mole
Charge   +1

Each line ends with the Mulliken spin population.
Geometry (Å):
Br -0.618 0.324 -0.353  0.267
Cu 0.124 2.286 -1.982  0.024
O -1.828 3.178 -1.797  0.002
O -1.346 1.076 5.537  0.011
O 3.221 -3.149 -0.001  0.000
N 0.088 0.852 2.842  0.673
N -1.053 1.257 -3.536  0.010
N 0.878 -2.035 -2.589  -0.001
C 2.591 -2.282 -0.914  0.000
C 4.613 -3.283 -0.203  0.000
C 2.614 -3.671 -2.999  0.000
C -0.099 -0.124 3.937  -0.003
C -1.445 1.837 6.720  0.001
C -2.190 2.166 -3.964  0.001
C 1.740 -3.009 -1.950  0.001
C -3.192 1.465 -4.835  0.000
C -0.029 0.653 5.239  0.036
C -2.819 2.701 -2.686  -0.001
C -2.399 3.726 -0.621  0.000
C 0.985 -1.201 3.802  0.008
H -1.910 1.222 7.497  0.000
H -4.022 2.138 -5.059  0.000
H 5.074 -2.296 -0.297  0.000
H 3.341 -2.928 -3.340  0.000
H -2.061 2.726 6.578  0.000
H 0.304 -2.414 -3.326  0.000
H 0.059 0.355 1.941  -0.044
H 1.177 -3.782 -1.409  0.000
H 3.234 -1.547 -1.413  0.000
H 2.082 -4.017 -3.887  0.000
H 1.886 -1.690 -0.310  0.000
H 1.766 -1.135 4.558  0.003
H -0.671 1.533 2.926  -0.016
H -1.109 -0.521 3.781  0.037
H -3.312 1.840 -2.202  0.000
H 0.372 -1.441 -1.949  -0.003
H -1.648 4.126 0.055  0.000
H 1.475 -1.137 2.831  -0.003
H -3.064 4.556 -0.883  0.000
H 0.288 -0.027 6.039  0.006
H -0.690 0.810 -4.373  -0.001
H -2.991 2.987 -0.072  -0.001
H -2.768 1.101 -5.771  0.000
H -3.605 3.429 -2.901  0.000
H 5.030 -3.802 0.659  0.000
H -3.618 0.566 -4.379  0.000
H -1.543 0.522 -3.023  -0.003
H -1.658 2.995 -4.440  -0.001
H -0.495 2.195 7.129  0.000
H 4.878 -3.888 -1.076  0.000
H 3.147 -4.538 -2.608  0.000
H 0.543 -2.192 3.905  -0.002
H 0.672 1.491 5.169  -0.003


(4)
Here is C12H33BrMnN3O3 as an isolated structure in a non-equilibrium geometry from the Open Molecules 2025 dataset. Energies are from the ωB97M-V functional and the def2-TZVPD basis.

Calculated values
2S+1   6
Energy above the lowest of the compared OMol25 structures with the same formula, charge and spin   200.13 kcal per mole
Charge   +1

Each line ends with the Mulliken spin population.
Geometry (Å):
Br 1.796 -0.459 0.366  -0.273
Mn 4.206 -0.733 2.103  5.334
O -2.671 4.067 -0.201  0.000
O 1.674 2.234 -5.676  -0.001
O 1.282 -4.963 4.826  0.000
N 0.478 -3.077 2.612  0.013
N 0.337 0.950 -2.440  -0.070
N -0.972 1.375 1.877  -0.002
C -2.302 2.748 0.251  0.000
C 0.664 1.691 -4.762  -0.013
C -1.821 -3.264 3.320  0.001
C -3.375 4.110 -1.397  0.000
C 2.326 0.207 -3.614  0.001
C -0.324 -3.450 3.734  0.004
C 1.380 1.355 -3.415  0.003
C -0.084 3.447 1.378  0.000
C 1.830 -6.244 5.006  0.000
C 1.341 2.465 -7.027  0.000
C 0.045 -4.876 4.123  0.000
C -1.399 2.757 1.565  0.000
H 2.537 -0.154 -2.608  0.000
H -0.163 4.482 1.045  0.000
H -0.176 -2.746 4.553  0.000
H 0.282 0.762 -5.184  -0.001
H 0.180 1.878 -2.074  0.001
H -2.041 -2.251 2.984  0.000
H 1.521 1.582 -7.641  0.000
H 0.619 2.912 0.739  0.001
H 1.844 3.352 -7.412  0.000
H 1.781 -0.644 -4.021  0.001
H -2.505 -3.559 4.116  0.000
H 1.120 -6.903 5.504  0.000
H -2.723 4.286 -2.253  0.000
H -3.994 3.244 -1.632  0.000
H -0.696 -5.178 4.864  0.000
H 2.711 -6.207 5.646  0.000
H 2.249 -6.693 4.105  0.000
H 0.705 0.485 -1.621  0.009
H 1.921 2.265 -3.155  -0.001
H -0.471 1.397 2.753  0.000
H -0.265 1.051 1.233  0.002
H -4.008 4.984 -1.246  0.000
H -2.020 3.189 2.350  0.000
H 0.237 -2.164 2.253  -0.008
H -1.781 2.201 -0.536  0.000
H 0.022 -5.718 3.432  0.000
H 0.426 3.523 2.339  0.000
H -3.227 2.191 0.398  0.000
H -0.122 2.417 -4.556  -0.001
H 3.293 0.332 -4.101  0.000
H -2.018 -3.794 2.389  0.000
H 0.280 2.700 -7.116  0.000
H 0.070 -3.562 1.825  0.000


(5)
Here is C12H33CdN3O3 as an isolated structure in a non-equilibrium geometry from the Open Molecules 2025 dataset. Energies are from the ωB97M-V functional and the def2-TZVPD basis.

Calculated values
Energy above the lowest of the compared OMol25 structures with the same formula, charge and spin   39.60 kcal per mole
Charge   +2

Each line ends with the natural charge from an NBO analysis.
Geometry (Å):
Cd 0.095 -0.001 0.072  1.731
O -2.065 0.755 0.138  -0.614
O -0.206 -0.763 -1.854  -0.648
O 2.086 -0.622 -0.035  -0.640
N -0.734 -1.664 0.858  -0.944
N 0.488 0.733 1.998  -0.952
N 0.703 1.848 -0.864  -0.914
C -2.788 -2.704 1.605  -0.636
C -2.921 1.947 0.164  -0.277
C -2.638 -0.210 1.010  -0.108
C -2.172 -1.653 0.661  -0.071
C -0.294 -2.029 -2.561  -0.255
C 1.972 0.764 2.095  -0.087
C 0.344 2.803 -3.123  -0.650
C 0.022 1.735 -2.145  -0.096
C 2.957 -1.546 -0.686  -0.266
C 2.321 0.805 3.549  -0.613
C 2.580 -0.406 1.344  -0.102
C 0.244 0.316 -2.744  -0.082
H 0.645 2.836 -0.658  0.401
H -0.611 -2.766 -1.822  0.188
H -1.040 1.848 -1.926  0.212
H 0.249 1.714 2.017  0.399
H 1.928 -0.130 3.949  0.211
H -0.573 -2.573 0.447  0.396
H 2.356 -1.989 -1.480  0.194
H 0.089 2.603 -4.164  0.256
H -0.044 0.431 2.802  0.402
H 1.301 0.089 -2.886  0.191
H 0.670 -2.369 -2.939  0.199
H -3.088 -2.258 2.554  0.233
H 1.403 3.055 -3.070  0.217
H -0.104 3.772 -2.905  0.245
H -2.039 -3.488 1.713  0.217
H -0.281 0.290 -3.698  0.224
H -3.682 -0.199 0.697  0.211
H 3.401 0.687 3.627  0.240
H -3.998 1.789 0.111  0.216
H 2.532 -1.335 1.911  0.197
H 3.353 -2.377 -0.103  0.212
H -1.015 -2.057 -3.377  0.220
H -2.684 0.031 2.072  0.196
H -2.821 2.491 1.103  0.194
H -2.716 2.650 -0.644  0.210
H 3.662 -0.291 1.292  0.222
H 3.803 -1.045 -1.156  0.208
H -0.640 -1.913 1.833  0.393
H -2.330 -1.836 -0.401  0.215
H 1.661 1.895 -1.179  0.386
H -3.720 -3.052 1.161  0.255
H 2.371 1.662 1.623  0.215
H 1.971 1.728 4.012  0.245


- What is the charge in the second record?
  +1